No. 1
79
Properties=species:S:1:pos:R:3:mulliken_charge:R:1 method="wB97M-V/def2-TZVPD" e_lumo_ev="-3.25 / -2.67" total_charge=+1 e_above_lowest_kj_mol=69.1 s_squared=2.030 multiplicity=3
V -0.74733 0.45659 0.57246 1.73
C -0.17518 2.25049 1.83070 -0.39
C -0.54413 2.72354 0.53616 0.75
C -1.92492 2.33577 0.34666 0.32
C -2.32661 1.66394 1.55159 -0.59
C -1.26267 1.61458 2.46981 -0.09
C -1.26932 1.02516 3.86469 1.95
C -0.27990 -0.13922 3.94631 -1.52
C -0.83860 2.13003 4.83930 -1.74
C -2.66904 0.53411 4.23585 -1.91
C -2.96514 2.60722 -0.74660 1.96
C -3.59763 3.98128 -0.48392 -1.65
C -2.40942 2.53849 -2.16529 -1.67
C -4.09565 1.56718 -0.67389 -2.01
C 0.42848 3.58629 -0.29140 1.90
C 1.67784 3.89460 0.54939 -2.22
C 0.93574 2.92169 -1.57603 -1.68
C -0.22411 4.93756 -0.61784 -1.77
H 0.80387 2.35163 2.26758 0.82
H -3.29097 1.21853 1.72097 0.52
H 0.73454 0.18136 3.69478 0.20
H -0.57698 -0.95725 3.28660 0.14
H -0.25867 -0.52951 4.96429 0.54
H 0.17615 2.47032 4.63688 0.33
H -0.86786 1.75116 5.86080 0.45
H -1.50445 2.99084 4.77721 0.39
H -2.99763 -0.26440 3.57402 0.20
H -3.39360 1.34859 4.20671 0.40
H -2.65369 0.14365 5.25371 0.49
H -2.89288 4.80021 -0.60920 0.22
H -3.99242 4.02891 0.53110 0.34
H -4.42499 4.13670 -1.17668 0.48
H -1.66298 3.29724 -2.36816 0.20
H -3.22529 2.68607 -2.87377 0.60
H -1.97503 1.55403 -2.35953 0.10
H -4.67199 1.64978 0.24473 0.41
H -3.72245 0.54625 -0.76978 0.29
H -4.78590 1.74570 -1.49879 0.52
H 2.22229 2.98843 0.81758 0.32
H 1.43069 4.44131 1.45909 0.43
H 2.35124 4.51767 -0.03946 0.46
H 1.70273 2.18275 -1.33958 0.36
H 1.39146 3.68046 -2.21398 0.55
H 0.14779 2.43085 -2.13248 0.01
H -0.66358 5.38828 0.27193 0.35
H -0.99549 4.86134 -1.37839 0.26
H 0.54155 5.61556 -0.99531 0.52
C -2.46977 -4.76318 0.86469 -1.82
C -1.82851 -3.70597 -0.02018 1.37
O -2.08484 -3.92650 -1.40851 -0.65
P 0.00213 -3.77851 0.05517 0.09
O 0.27405 -3.48471 1.59164 -0.47
O 0.40050 -5.31707 -0.06191 -0.56
O 0.67697 -2.91760 -0.92574 -0.48
P -2.47179 -2.03815 0.43032 0.46
O -3.90000 -2.08343 -0.31972 -0.62
O -2.59229 -1.77886 1.87706 -0.70
O -1.62202 -1.00776 -0.35468 -0.62
H -2.10164 -5.75165 0.58856 0.42
H -3.55217 -4.74427 0.72693 0.45
H -2.25559 -4.56793 1.91419 0.34
H -3.03935 -3.86369 -1.54616 0.42
H 0.95247 -4.03831 1.99938 0.31
H 0.66131 -5.54983 -0.96463 0.38
H -4.62175 -1.99805 0.31873 0.42
C 2.27695 -0.78936 -4.14717 -1.40
C 2.59420 -0.72046 -2.70741 1.23
N 3.74050 -0.95755 -2.15674 -0.96
N 3.52283 -0.81032 -0.82004 0.26
C 2.26795 -0.47139 -0.54071 -0.03
S 1.58357 -0.11701 0.97401 -0.62
N 1.66733 -0.40554 -1.74511 0.68
N 0.30072 -0.15565 -1.83524 -0.96
H 3.18926 -1.01397 -4.69409 0.37
H 1.87901 0.15852 -4.51062 0.34
H 1.54240 -1.57282 -4.33445 0.30
H 4.27338 -0.94258 -0.16395 0.22
H -0.15519 -1.06831 -1.73492 0.18
H 0.10155 0.25774 -2.74111 0.39

---

No. 2
76
Properties=species:S:1:pos:R:3:mulliken_charge:R:1 method="wB97M-V/def2-TZVPD" e_lumo_ev=0.20 smiles="CN(C)C=O.CN(C)C=O.CN(C)C=O.CC(C)=O.CC#N.CC#N.CC#N.CC#N.CC#N" e_above_lowest_kj_mol=232.3
C 2.26961 -8.97462 3.55748 -0.89
N 3.22579 -9.68525 2.74086 0.06
C 2.84984 -11.06853 2.53264 -0.93
C 4.20699 -9.10244 2.02562 0.17
O 4.94867 -9.72336 1.24832 -0.60
H 1.97290 -9.52219 4.45204 0.28
H 1.32710 -8.87533 3.01902 0.35
H 2.63591 -8.02634 3.95079 0.34
H 2.01962 -11.02316 1.82782 0.35
H 3.55434 -11.73533 2.03551 0.29
H 2.64972 -11.48153 3.52133 0.30
H 4.13006 -8.00710 2.10629 0.29
C -4.39395 -0.13556 -8.59909 -0.92
N -3.67365 0.28419 -7.42294 0.06
C -2.18568 0.09389 -7.56528 -0.96
C -4.15624 0.83511 -6.27215 0.23
O -5.35458 1.06821 -6.15241 -0.61
H -3.99938 0.21906 -9.55127 0.32
H -5.41098 0.25393 -8.55404 0.32
H -4.49486 -1.22065 -8.62197 0.32
H -2.07613 -0.93123 -7.91920 0.33
H -1.66464 0.84175 -8.16302 0.28
H -1.68978 0.09801 -6.59464 0.34
H -3.35782 1.07370 -5.55257 0.28
C -6.61295 5.15196 0.06550 -0.89
N -5.65388 6.26942 0.16587 0.06
C -5.65550 7.28246 -0.86969 -0.89
C -4.66460 6.12970 1.07191 0.25
O -3.67705 6.90459 1.06940 -0.63
H -7.61532 5.51453 -0.16230 0.30
H -6.73358 4.60890 1.00285 0.32
H -6.28611 4.49538 -0.74084 0.32
H -6.60714 7.80019 -0.74950 0.32
H -4.86540 8.03299 -0.84605 0.29
H -5.56523 6.86384 -1.87204 0.31
H -5.06966 5.43966 1.82819 0.25
C 2.47857 -1.18579 0.31513 -1.03
C 1.41926 -0.16000 0.15647 0.79
C 1.45088 1.03350 1.08179 -1.02
O 0.52192 -0.34069 -0.61000 -0.54
H 3.39622 -0.63073 0.12033 0.30
H 2.46511 -2.01102 -0.39684 0.29
H 2.53533 -1.56411 1.33579 0.29
H 2.05413 1.83022 0.64657 0.27
H 1.88311 0.78583 2.05129 0.31
H 0.42287 1.38467 1.17119 0.32
C -3.99206 -5.53698 -1.44151 -0.77
C -3.27909 -6.75454 -1.78316 0.35
N -2.68982 -7.72600 -2.07809 -0.35
H -3.39740 -4.85295 -0.83605 0.25
H -4.93485 -5.67888 -0.91319 0.26
H -4.28886 -4.98574 -2.33379 0.25
C 6.39613 1.73241 -5.13030 -0.75
C 5.83980 0.88797 -6.16793 0.31
N 5.33494 0.25156 -6.99368 -0.35
H 5.63014 2.13628 -4.46830 0.27
H 7.12307 2.41318 -5.57324 0.25
H 6.94069 1.13263 -4.40104 0.26
C -1.15305 6.09795 7.40230 -0.65
C 0.17276 5.45701 7.24987 0.25
N 1.19851 4.95208 7.19257 -0.35
H -1.18485 6.62309 8.35693 0.25
H -1.77209 5.20269 7.34402 0.23
H -1.29160 6.88118 6.65700 0.27
C 4.11947 -1.39444 7.83206 -0.72
C 3.61875 -2.70960 8.19363 0.30
N 3.18826 -3.73076 8.48775 -0.34
H 3.65883 -0.68491 8.51942 0.25
H 3.96785 -1.15103 6.78046 0.25
H 5.20391 -1.35724 7.93553 0.26
C 3.31344 7.57566 0.37120 -0.66
C 4.59542 6.82306 0.36466 0.28
N 5.62411 6.24557 0.42048 -0.38
H 2.54697 6.96557 -0.10675 0.26
H 3.47938 8.50239 -0.17811 0.25
H 3.07740 7.79208 1.41309 0.25